This record from the OMol25 dataset describes an isolated molecule of C3H5N3O. The level of theory is the ωB97M-V functional and the def2-TZVPD basis.

```
12
Properties=species:S:1:pos:R:3:forces:R:3:lowdin_charge:R:1
O -2.225176 0.950782 0.532216 0.0 0.2 -0.1 0.007
C -1.782978 -0.161849 -0.122490 -0.3 -0.2 -0.2 -0.172
C -0.099530 -0.192404 -0.089107 0.3 0.2 -0.5 -0.525
N -0.139917 0.222342 -1.248007 -0.1 -0.2 0.7 0.315
N 2.248396 0.125143 -0.573416 0.0 -0.1 0.3 0.078
C 1.923993 -0.325956 0.576452 0.2 0.0 -0.1 -0.320
N 0.598016 -0.538344 0.944490 -0.1 0.0 -0.1 0.079
H -2.286971 1.682561 -0.096516 0.0 -0.1 0.1 0.117
H -2.228706 -0.344577 -1.100115 0.1 0.0 0.1 0.119
H -1.895483 -1.043863 0.514396 0.1 0.1 -0.1 0.142
H 3.252418 0.215024 -0.700910 -0.1 0.0 0.0 0.050
H 2.635934 -0.588861 1.363007 -0.1 0.0 -0.1 0.111
```
Forces are in eV/Å.

Properties
Net charge = 0
LUMO = -0.5188 eV

This record from the OMol25 dataset describes a structure of composition C24H68F3InN2O11PS9. The level of theory is the ωB97M-V functional and the def2-TZVPD basis.

```
119
Properties=species:S:1:pos:R:3:forces:R:3:lowdin_charge:R:1
C -2.713190 1.922414 0.231426 0.3 -0.1 -0.3 -0.103
C -1.278040 2.410002 -0.059163 -0.6 0.1 0.5 -0.257
C -0.244497 1.699685 0.804188 0.4 0.4 -0.8 -0.226
C 0.107829 0.302949 0.275416 0.2 -0.3 0.6 -0.349
N -0.041041 -0.758584 1.307498 0.1 0.1 -0.5 -0.163
In 1.628693 -2.038834 1.192266 0.1 1.0 -0.1 0.663
N 3.243216 -1.297241 2.340104 -0.3 0.0 -0.1 -0.193
C 2.807668 -0.479683 3.479539 0.5 -0.1 0.2 -0.376
C 2.180515 -1.355022 4.565258 -0.7 -0.1 -0.1 -0.237
C 0.728755 -0.993656 4.941488 0.5 0.4 -0.1 -0.099
P 2.166772 -2.294980 -1.302374 -1.2 -1.0 0.1 0.540
O 1.163254 -3.230117 -1.939704 0.0 -0.1 -0.1 -0.617
S 1.167200 -4.411891 1.990441 1.0 -0.6 0.2 0.607
O 1.715259 -5.304300 0.973320 -0.4 0.0 -0.3 -0.424
O 1.626995 -4.713534 3.338499 -0.5 0.3 0.3 -0.404
C -0.646330 -4.871203 2.006394 -0.1 -0.5 -0.2 -0.663
F -0.746312 -6.176684 2.379341 -0.2 0.8 -0.3 0.084
F -1.132098 -4.745581 0.746660 -0.1 0.0 1.0 0.089
F -1.397933 -4.139954 2.858606 0.4 -0.3 -0.6 0.097
H -2.697087 1.116966 0.959206 -0.1 -0.1 0.2 0.071
H -3.191852 1.550951 -0.665800 -0.1 -0.1 -0.2 0.034
H -3.326779 2.743380 0.594550 -0.2 0.0 0.2 0.052
H -1.258306 3.481714 0.140667 0.2 0.2 0.0 0.088
H -1.045063 2.303799 -1.112851 0.1 -0.1 -0.2 0.091
H -0.552047 1.678521 1.843560 -0.2 -0.2 0.1 0.050
H 0.661171 2.307179 0.762721 0.2 0.0 0.2 0.104
H 1.142112 0.356624 -0.078189 0.1 0.1 -0.3 0.052
H -0.489635 0.076881 -0.607709 -0.2 -0.2 0.0 0.105
H -0.026081 -0.261799 2.187222 0.0 -0.2 0.3 -0.027
H 3.746383 -0.676293 1.714762 0.2 -0.1 -0.2 -0.003
H 3.693300 0.010406 3.896795 0.1 0.1 0.0 0.092
H 2.123729 0.330546 3.204133 -0.2 0.1 0.0 0.082
H 2.776938 -1.358278 5.471718 0.3 0.0 0.1 0.096
H 2.191663 -2.379375 4.198011 0.1 -0.2 0.0 0.065
H 0.340223 -0.220974 4.283874 -0.2 0.0 -0.2 0.035
H 0.685036 -0.578601 5.942650 -0.1 0.0 0.2 0.058
H 0.083522 -1.859258 4.909142 -0.2 -0.2 0.0 0.046
H 3.473330 -2.813396 -1.524627 0.2 0.6 -0.1 -0.063
H 2.086797 -1.041426 -1.957977 0.7 0.1 0.1 -0.067
C -2.500719 4.333770 4.077277 0.2 0.1 0.0 -0.279
S -0.891095 3.608764 3.753053 0.0 0.0 -0.1 0.808
O -1.003399 2.162360 4.070277 0.0 0.0 0.2 -0.534
C -0.053187 4.378468 5.146964 0.0 0.1 0.1 -0.271
H -3.197117 3.946536 3.340011 0.0 -0.1 0.0 0.040
H -2.833636 4.056059 5.072002 0.0 -0.1 0.0 0.038
H -2.435064 5.418599 3.984588 0.0 0.0 0.0 0.056
H -0.552603 4.095187 6.073885 0.0 0.0 0.0 0.054
H -0.062944 5.461536 5.021075 0.0 0.0 0.0 0.047
H 0.973709 4.019141 5.157000 0.0 0.0 0.0 0.048
C 3.758812 0.703231 -4.618895 -0.1 -0.2 -0.1 -0.291
S 3.610106 1.898079 -3.293258 0.0 -0.1 0.1 0.805
O 2.362647 1.551382 -2.560698 -0.1 0.1 0.1 -0.563
C 3.217434 3.297904 -4.353543 -0.1 0.1 -0.1 -0.266
H 3.961646 -0.266040 -4.167107 0.0 0.0 0.1 0.051
H 2.823366 0.669503 -5.174005 -0.1 0.1 0.1 0.033
H 4.583070 0.982067 -5.267721 0.1 0.0 0.0 0.025
H 2.335539 3.067676 -4.951066 0.0 -0.1 0.0 0.051
H 4.070368 3.508711 -4.999072 0.0 0.0 0.0 0.050
H 3.019564 4.153660 -3.710643 0.0 0.0 0.0 0.043
C 1.350283 -0.606835 -8.739948 -0.1 -0.1 0.0 -0.265
S 2.804543 0.318502 -8.236644 0.0 0.0 0.0 0.799
O 2.321781 1.489193 -7.463227 0.0 0.1 0.0 -0.548
C 3.218078 0.928778 -9.877575 0.0 0.0 -0.1 -0.275
H 0.907896 -1.037975 -7.844541 0.0 0.0 0.0 0.056
H 0.638565 0.066241 -9.217792 0.0 0.0 0.0 0.057
H 1.645497 -1.403618 -9.422736 0.0 0.0 0.0 0.053
H 2.378188 1.496668 -10.277547 0.0 0.0 0.1 0.056
H 3.457104 0.087374 -10.528230 0.0 0.0 0.0 0.050
H 4.087303 1.575669 -9.781370 0.0 0.0 0.0 0.047
C 8.560860 0.953800 -6.207468 0.1 0.1 -0.1 -0.274
S 7.959605 0.212580 -4.682524 0.0 -0.1 0.0 0.818
O 6.782247 1.006143 -4.253029 0.1 0.1 -0.1 -0.551
C 9.342495 0.737215 -3.662160 0.1 0.0 0.0 -0.271
H 7.812022 0.779184 -6.977090 0.0 0.0 0.0 0.046
H 8.699215 2.025424 -6.063090 0.0 0.0 0.0 0.057
H 9.499503 0.480504 -6.495980 0.0 0.0 0.0 0.050
H 9.426304 1.823502 -3.692239 0.0 0.0 0.0 0.057
H 10.258447 0.269660 -4.023825 0.0 0.0 0.0 0.051
H 9.142302 0.411360 -2.644073 0.0 0.0 0.0 0.052
C -4.676576 1.608564 -4.786711 -0.1 -0.1 -0.1 -0.273
S -4.104793 3.067112 -3.903245 0.0 0.0 -0.1 0.806
O -3.182341 2.594453 -2.848502 0.0 0.0 0.0 -0.530
C -5.676264 3.421041 -3.099638 -0.1 0.0 0.0 -0.276
H -3.826009 1.194924 -5.323656 0.0 0.0 0.0 0.050
H -5.052535 0.874999 -4.073712 0.0 0.0 0.0 0.059
H -5.455884 1.893257 -5.494485 0.0 0.0 0.0 0.048
H -5.982521 2.560794 -2.504347 0.1 0.0 0.0 0.058
H -6.427616 3.654012 -3.854895 0.0 0.0 0.0 0.047
H -5.528278 4.281933 -2.451422 0.0 0.0 0.0 0.047
C -7.025613 4.276514 6.994170 -0.1 0.1 0.0 -0.275
S -6.283124 3.373167 5.627944 0.0 -0.1 0.0 0.825
O -5.270030 4.270906 5.016810 -0.2 0.1 0.1 -0.548
C -7.730008 3.419511 4.563756 -0.1 0.0 0.0 -0.272
H -6.264606 4.399505 7.761459 0.0 0.0 0.0 0.048
H -7.361472 5.253704 6.647027 0.0 0.0 0.0 0.056
H -7.861142 3.703341 7.396013 0.0 0.0 0.0 0.050
H -8.016823 4.455374 4.382434 0.0 0.0 0.0 0.056
H -8.545090 2.871256 5.036102 0.0 0.0 0.0 0.051
H -7.463078 2.940414 3.624497 0.0 0.0 0.0 0.052
C 0.005529 -6.378605 -2.909167 0.1 0.0 0.0 -0.268
S -0.622713 -8.019405 -2.536738 0.1 0.2 0.0 0.792
O -1.674687 -8.338775 -3.547493 -0.1 0.0 0.0 -0.587
C -1.459286 -7.535739 -1.029793 0.0 0.0 0.2 -0.277
H 0.541446 -6.434567 -3.854355 0.0 0.0 0.0 0.046
H -0.825779 -5.680431 -2.995748 0.0 0.0 0.0 0.062
H 0.684538 -6.054857 -2.118896 0.0 0.1 0.0 0.050
H -2.182193 -6.751434 -1.252370 0.0 0.0 0.0 0.059
H -0.716718 -7.173475 -0.318442 0.0 0.0 0.0 0.042
H -1.970115 -8.403257 -0.616597 0.0 -0.1 -0.1 0.046
C -2.277586 -2.730045 8.888083 -0.1 0.1 0.0 -0.283
S -1.379457 -3.638070 7.617564 -0.1 -0.1 -0.1 0.806
O -0.204469 -2.818419 7.250661 0.1 0.0 0.3 -0.535
C -2.596577 -3.393410 6.317497 -0.1 0.0 0.0 -0.262
H -1.660967 -2.717741 9.784314 0.0 0.0 0.0 0.042
H -2.455480 -1.709377 8.548547 0.0 0.0 0.0 0.055
H -3.220916 -3.235089 9.098627 0.0 0.0 0.0 0.045
H -2.747270 -2.325935 6.155653 0.1 0.0 0.0 0.063
H -3.531929 -3.878720 6.598865 0.0 0.0 0.0 0.049
H -2.204376 -3.848742 5.410093 0.1 0.0 0.0 0.039
```
Forces are in eV/Å.

Properties
Net charge = -1
LUMO = 1.5941 eV

This record from the OMol25 dataset describes a structure of composition C22H34N4O4S2. The level of theory is the ωB97M-V functional and the def2-TZVPD basis.

```
66
Properties=species:S:1:pos:R:3:forces:R:3:lowdin_charge:R:1
C 5.997670 -1.027300 -2.073623 -1.8 2.5 2.9 -0.057
H 6.636602 -0.451268 -2.652688 1.4 1.0 -1.2 0.038
C 4.832507 0.020604 -1.546264 10.3 3.8 -2.1 -0.211
C 4.247085 0.883158 -2.622006 0.3 2.3 1.3 -0.194
H 3.821915 1.941002 -2.148718 0.7 -2.9 -1.4 0.168
C 3.328262 0.026490 -3.362551 1.4 -0.5 9.5 -0.219
N 2.391549 -0.547395 -2.403943 -6.1 5.0 -1.0 -0.167
C 2.060399 -1.844055 -2.560967 2.2 -6.7 1.5 -0.190
H 1.826940 -2.288583 -3.553374 0.5 0.6 -0.1 0.099
H 3.050649 -2.316002 -2.124031 -1.5 -0.4 -1.3 0.128
H 1.289897 -2.362896 -1.920574 0.5 1.5 -0.2 0.084
C 0.886374 0.174198 -2.839863 2.1 -1.3 10.2 -0.047
H 0.200731 -0.277094 -2.053364 0.5 -1.3 -1.7 0.095
C 0.859175 1.467732 -2.082825 1.9 5.6 -2.7 -0.230
N 1.399999 1.571242 -0.763780 5.7 -7.2 0.8 0.051
C 0.869765 1.742363 0.409563 -5.8 5.4 1.5 -0.459
O -0.214952 2.496202 0.518075 3.5 -3.0 -0.5 -0.034
C 1.519818 1.366542 1.738770 -2.8 -0.5 0.1 0.043
N 0.311888 1.379212 2.749438 6.4 0.9 -3.1 0.039
C 0.538509 2.331555 3.639439 2.2 5.2 -1.1 -0.441
O 1.405939 3.332989 3.588254 -3.1 -5.0 0.2 -0.006
C -0.595818 2.389577 4.488364 -2.6 8.3 -0.2 -0.534
H -1.627662 2.700469 3.933488 2.9 0.6 0.2 0.166
H -0.420125 3.169714 5.305196 -0.3 -0.8 -1.2 0.137
S -1.155216 1.106491 5.218219 -1.2 -4.2 7.8 1.069
C -1.247172 0.018365 4.017168 5.7 6.9 -4.6 -0.580
C -1.915504 -0.979053 4.146802 -11.0 -13.4 -1.5 -0.076
C -2.339259 -1.918319 2.797980 8.3 7.7 1.8 0.104
C -1.460176 -1.547923 1.740335 -6.3 -3.5 0.8 -0.238
C -0.692876 -0.447325 1.754305 2.3 0.1 -8.3 -0.091
C -0.562534 0.346814 2.722459 -0.6 1.9 6.9 -0.212
H -0.246730 -0.091017 0.677317 -1.0 -1.4 2.8 0.174
S -1.939761 -2.359778 0.171895 7.0 13.7 -4.1 0.663
O -2.210481 -3.579029 0.507906 -3.5 -14.2 3.3 -0.210
O -0.709403 -2.047078 -0.662980 -3.6 -0.9 1.2 -0.353
N -3.320530 -1.726142 -0.624944 5.6 2.0 1.5 -0.194
C -4.602250 -1.715548 -0.069477 1.4 -10.5 1.0 -0.306
C -4.888557 -1.010223 1.075887 -13.6 5.5 -10.8 -0.107
C -4.889454 0.560039 0.292202 2.0 0.9 5.4 -0.105
C -3.396665 0.701787 -0.257530 -3.0 10.4 7.6 -0.267
C -2.983927 -0.349835 -0.930896 4.4 -4.5 -11.9 -0.374
H -3.460682 -0.441189 -2.051934 0.5 1.3 2.0 0.184
H -1.863025 -0.163759 -1.389028 -2.5 -1.1 1.7 0.158
H -2.663908 0.938441 0.788459 -2.1 -0.7 -2.9 0.180
H -3.357507 1.838129 -0.787810 0.3 -3.4 1.0 0.188
H -5.652506 0.683519 -0.397299 -1.3 -0.3 -1.7 0.052
H -5.183545 1.395352 1.173753 1.2 -2.0 -2.4 0.152
H -6.019028 -0.943251 1.469449 2.2 -1.1 -1.2 0.177
H -4.462237 -0.769431 1.785160 8.9 2.6 12.1 -0.056
H -5.125189 -1.977109 -0.959503 -2.2 1.0 -0.1 0.145
H -4.525981 -2.825168 0.422488 -0.7 1.2 -1.4 0.169
H -2.913207 -2.703166 2.869043 -3.1 -4.0 0.3 0.037
H -2.697851 -1.289789 4.995531 2.4 1.1 -1.4 0.157
H 2.218286 2.113605 2.094133 0.0 0.1 -0.1 0.120
H 1.891932 0.360632 1.765966 0.5 -0.5 -0.1 0.124
H 2.221636 0.601726 -0.595349 -2.7 3.6 -1.4 0.261
H -0.077914 2.056672 -2.006643 0.1 -0.7 -0.6 0.131
H 1.612987 2.176136 -2.680979 -1.7 -0.8 0.9 0.141
H 0.521745 0.134047 -3.758735 -1.0 -0.1 -4.2 0.075
H 2.776936 0.406570 -3.960902 -6.3 5.8 -7.7 0.026
H 3.666700 -0.709125 -3.858275 3.9 -5.4 -3.3 0.074
H 5.009657 1.135721 -3.322612 0.9 0.7 -0.3 0.101
H 4.208648 -0.417148 -0.964847 -4.0 -2.6 4.0 0.000
H 5.722296 0.688095 -0.968589 -3.2 -1.2 -0.6 0.163
H 6.571565 -1.441956 -1.233623 -0.5 -0.1 -0.3 0.079
H 5.523575 -1.688238 -2.666520 -1.1 -2.9 -1.9 0.008
```
Forces are in eV/Å.

Properties
Net charge = 0
LUMO = -0.1896 eV

This record from the OMol25 dataset describes the ion C3H7OS2 with charge -1. The level of theory is the ωB97M-V functional and the def2-TZVPD basis.

```
13
Properties=species:S:1:pos:R:3:forces:R:3:lowdin_charge:R:1
C -0.493810 -0.867965 1.346753 2.6 -2.4 0.3 -0.319
C -1.148641 -1.913999 0.379574 -2.6 0.3 -0.1 -0.479
O -1.370097 -1.386229 -0.853764 0.5 0.0 -0.3 -0.407
C -0.733614 0.517797 0.909928 -2.0 0.8 -0.5 -0.662
S 0.670525 1.549404 0.427905 0.3 -0.7 -0.7 0.373
S 1.226278 0.352280 -1.296467 0.5 1.1 0.7 0.248
H -0.648063 -1.242735 2.367869 -0.4 0.9 0.1 0.091
H 0.594259 -1.005166 1.231430 0.0 -0.2 0.0 0.066
H -2.206353 -2.125279 0.898698 1.4 -0.2 -0.6 0.092
H -0.618977 -2.903871 0.320102 0.0 0.6 0.6 0.084
H -1.321586 0.324394 -0.031710 0.3 0.6 0.5 0.057
H -1.376462 1.111539 1.566187 0.2 0.1 0.1 0.061
H 0.026541 -0.296989 -1.277165 -0.8 -0.8 0.0 -0.205
```
Forces are in eV/Å.

Properties
Net charge = -1
LUMO = 3.4489 eV
Structure (SMILES) = [O-]CCCSS

This record from the OMol25 dataset describes an isolated molecule of C5H8O2. The level of theory is the ωB97M-V functional and the def2-TZVPD basis.

```
15
Properties=species:S:1:pos:R:3:forces:R:3:lowdin_charge:R:1
C -0.788172 1.092718 -1.004676 0.0 0.1 0.0 -0.014
C -0.493342 0.003226 0.017091 0.1 0.0 -0.2 -0.526
O -1.647813 -0.409374 0.690485 -0.2 0.2 0.1 0.023
C 0.297794 -1.158965 -0.591764 -0.2 -0.2 -0.2 -0.061
C 1.216709 -0.916601 1.649899 0.1 0.3 0.1 0.087
O 1.551466 -0.663567 -0.005207 0.2 -0.2 0.0 -0.101
C 0.766210 0.257032 0.873881 0.0 0.1 0.1 -0.241
H 0.109374 1.357058 -1.574101 -0.1 0.0 0.1 0.094
H -1.547290 0.731750 -1.707605 0.1 0.1 0.1 0.094
H -1.166393 2.005336 -0.526865 0.1 -0.1 0.0 0.089
H -2.112261 0.380994 0.995859 0.0 -0.2 0.0 0.106
H 0.049283 -2.121967 -0.146650 0.1 0.1 -0.1 0.131
H 0.392565 -1.196838 -1.678336 -0.1 0.1 0.1 0.134
H 2.213730 -0.635723 2.031410 -0.1 0.1 0.0 0.038
H 1.158140 1.274920 0.976580 0.0 -0.2 -0.1 0.147
```
Forces are in eV/Å.

Properties
Net charge = 0
LUMO = 0.7392 eV

This record from the OMol25 dataset describes a cluster of 9 separate species, H16NO11 in total. The level of theory is the ωB97M-V functional and the def2-TZVPD basis.

```
28
Properties=species:S:1:pos:R:3:forces:R:3:lowdin_charge:R:1
N -18.332699 -5.939845 38.351728 1.8 2.0 -7.0 -0.502
O -18.272240 -4.702305 38.338307 0.1 1.2 2.3 -0.053
O -19.427914 -6.460582 38.202325 -2.5 -2.0 1.9 -0.055
O -17.348653 -6.512649 37.793685 0.5 -1.1 2.3 -0.015
O -19.161638 -3.031678 40.256731 -0.3 2.6 -1.8 -0.125
H -18.821948 -3.281002 39.351134 -0.3 -0.3 1.6 -0.009
H -19.435495 -2.067881 40.079264 0.5 -2.1 0.7 0.066
O -18.927368 -8.792360 36.219162 3.6 0.9 5.4 -0.059
H -19.488669 -8.744981 35.530450 -3.2 1.0 -3.1 -0.059
H -18.960992 -8.015351 36.901898 -0.3 -1.8 -2.2 0.057
O -16.199654 -8.904819 38.751933 9.7 -11.3 5.4 0.087
H -15.551118 -8.898505 38.095361 1.4 0.1 -1.5 0.025
H -16.747027 -8.360595 38.565322 -11.0 11.1 -3.9 -0.184
O -16.271954 -3.158765 37.136070 0.7 0.0 -3.1 -0.105
H -16.372804 -3.487479 38.017462 -0.3 -1.3 0.3 -0.007
H -16.220562 -3.872450 36.404698 -0.3 1.4 2.8 0.085
O -21.647351 -6.856185 36.108025 -3.3 -4.0 9.0 0.014
H -20.964090 -6.717393 36.831546 -1.4 -0.4 -0.8 0.045
H -21.236154 -6.495176 35.478490 4.7 4.5 -8.5 -0.094
O -17.139924 -6.172805 41.379114 0.8 0.2 -0.1 -0.038
H -17.633134 -6.634020 40.705032 -0.2 -0.2 -0.1 0.010
H -17.683042 -6.149616 42.158872 -0.5 0.0 0.3 0.025
O -20.545717 -3.090811 36.809947 5.9 1.5 2.4 -0.086
H -19.887779 -3.326896 37.644423 -2.6 0.5 -3.3 0.102
H -21.296838 -3.564942 36.954713 -3.2 -2.3 0.9 -0.049
O -21.999985 -7.214594 38.964883 -0.4 -0.1 1.3 -0.100
H -21.048991 -7.000043 38.834583 -1.2 -0.3 -0.8 -0.003
H -22.626845 -7.391362 38.246116 1.5 0.3 -0.2 0.029
```
Forces are in eV/Å.

Properties
Net charge = -1
LUMO = 2.8716 eV

So what do the calculations give for max |F|? Going down the list: 0.01368, 0.02979, 0.35460, 0.06895, 0.00619, 0.31370 Eh/bohr.
So what do the calculations give for calculated total energy? Going down the list: -9705.90965, -171619.46796, -59164.43341, -26942.01754, -9404.53283, -24267.82180 eV.
So what do the calculations give for HOMO level? Going down the list: -9.18, -4.37, -8.30, -3.21, -8.13, -6.72 eV.